*i*
Density functional theory data (ωB97M-V with the def2-TZVPD basis set) for a cluster of 2 separate species, C6H13N2S in total.

Calculated values
Highest occupied orbital energy   -11.79 eV
HOMO-LUMO gap   8.497 eV
LUMO energy   -3.293 eV

ORCA input file:
```
! RIJCOSX wB97M-V def2-TZVPD def2/J DEFGRID3
* xyz 1 1
C -2.339 2.714 0.020
C -1.947 0.269 -0.148
C -0.938 -3.266 -0.093
C 3.999 1.915 0.044
C -1.941 -2.198 0.318
C 3.373 0.528 0.008
N -2.130 1.388 0.006
N -1.489 -0.902 -0.381
S 1.817 0.411 -0.304
H -2.511 3.097 1.007
H -1.438 3.162 -0.304
H -1.037 -3.631 -1.145
H -0.008 -2.986 0.169
H -1.211 -4.266 0.519
H 3.341 2.769 -0.217
H 4.479 2.061 1.043
H 4.917 1.973 -0.544
H -2.914 -2.579 0.083
H -1.992 -2.085 1.345
H -3.319 2.958 -0.462
H 4.039 -0.427 0.126
H -0.751 -0.908 -1.090
*
```

=====

*ii*
Density functional theory data (ωB97M-V with the def2-TZVPD basis set) for a cluster of 2 separate species, C6H13N2S in total.

Calculated values
Highest occupied orbital energy   -11.75 eV
HOMO-LUMO gap   8.673 eV
LUMO energy   -3.074 eV

ORCA input file:
```
! RIJCOSX wB97M-V def2-TZVPD def2/J DEFGRID3
* xyz 1 1
S -0.412 -0.743 3.783
C 0.518 -2.971 2.365
C -0.369 -2.543 3.526
H 0.906 -0.597 4.037
H 0.188 -2.487 1.430
H 0.468 -4.065 2.231
H 1.567 -2.688 2.557
H -1.424 -2.814 3.333
H -0.062 -3.036 4.468
C 0.493 0.865 -1.484
C 0.118 1.668 -2.535
C -1.229 2.088 -0.795
N -0.351 1.147 -0.438
N -0.948 2.406 -2.063
C 0.658 1.806 -3.915
H 1.288 0.124 -1.409
H -2.019 2.512 -0.174
H -0.324 0.704 0.498
H -1.470 3.115 -2.609
H 1.505 1.112 -4.047
H 1.014 2.834 -4.095
H -0.115 1.565 -4.663
*
```

=====

Stability ranking, top and bottom: *ii* is the most stable and *i* is the least stable.

=====

*i*
Density functional theory data (ωB97M-V with the def2-TZVPD basis set) for the molecule C3H5ClO.

Calculated values
Highest occupied orbital energy   -9.57 eV
HOMO-LUMO gap   10.309 eV
LUMO energy   0.735 eV
SMILES   OC/C=C\Cl

ORCA input file:
```
! RIJCOSX wB97M-V def2-TZVPD def2/J DEFGRID3
* xyz 0 1
C -0.618 0.755 -0.092
C 0.110 -0.521 -0.137
C 1.426 -0.782 -0.016
O -2.059 0.690 0.181
Cl 2.626 0.320 0.446
H -0.129 1.504 0.608
H -0.697 1.384 -1.062
H -0.312 -1.415 -0.536
H 1.745 -1.796 -0.037
H -2.091 -0.140 0.644
*
```

=====

*ii*
Density functional theory data (ωB97M-V with the def2-TZVPD basis set) for the molecule C3H5ClO.

Calculated values
Highest occupied orbital energy   -10.39 eV
HOMO-LUMO gap   11.449 eV
LUMO energy   1.056 eV
SMILES   C[C@@H]1O[C@H]1Cl

ORCA input file:
```
! RIJCOSX wB97M-V def2-TZVPD def2/J DEFGRID3
* xyz 0 1
C -0.554 0.013 0.035
C 0.173 1.248 -0.294
C 0.254 -1.293 0.294
O -0.658 0.614 -1.272
Cl -0.369 2.793 0.325
H -1.514 0.051 0.417
H 1.242 1.362 -0.437
H 0.977 -0.973 0.953
H 0.753 -1.703 -0.686
H -0.305 -2.111 0.666
*
```

=====

Stability ranking, top and bottom: *i* is the most stable and *ii* is the least stable.

=====

*i*
Density functional theory data (ωB97M-V with the def2-TZVPD basis set) for a cluster of 2 separate species, C4H2F2O in total.

Calculated values
Highest occupied orbital energy   -9.16 eV
HOMO-LUMO gap   8.358 eV
LUMO energy   -0.807 eV

ORCA input file:
```
! RIJCOSX wB97M-V def2-TZVPD def2/J DEFGRID3
* xyz 0 1
C 1.045 -0.285 -2.269
C 1.036 0.002 -1.027
C 1.248 0.747 0.330
C 0.947 -0.516 0.383
O -1.928 0.203 0.138
F 1.319 1.971 0.745
F 0.662 -1.536 1.136
H -2.174 -0.439 -0.501
H -2.154 -0.147 1.066
*
```

=====

*ii*
Density functional theory data (ωB97M-V with the def2-TZVPD basis set) for a cluster of 2 separate species, C4H2F2O in total.

Calculated values
Highest occupied orbital energy   -11.13 eV
HOMO-LUMO gap   9.008 eV
LUMO energy   -2.118 eV

ORCA input file:
```
! RIJCOSX wB97M-V def2-TZVPD def2/J DEFGRID3
* xyz 0 1
C -0.314 -2.312 -0.036
C -0.291 -1.097 0.230
C -0.466 0.220 0.845
C 0.286 0.292 -0.350
O 1.567 0.613 -0.292
F -2.382 0.602 0.402
F -0.373 0.460 -1.525
H -0.189 0.518 1.852
H 2.162 0.705 -1.126
*
```

=====

Stability ranking, top and bottom: *i* is the most stable and *ii* is the least stable.

=====

*i*
Density functional theory data (ωB97M-V with the def2-TZVPD basis set) for the molecule C4H2F2O.

Calculated values
Highest occupied orbital energy   -9.32 eV
HOMO-LUMO gap   10.270 eV
LUMO energy   0.954 eV
SMILES   Fc1cocc1F

ORCA input file:
```
! RIJCOSX wB97M-V def2-TZVPD def2/J DEFGRID3
* xyz 0 1
C 0.870 0.282 -0.355
C 0.790 -0.987 0.098
C -1.197 -0.071 0.383
C -0.411 0.884 -0.168
H 1.482 -1.800 0.153
H -2.233 -0.095 0.727
O -0.470 -1.213 0.556
F 1.926 0.883 -0.895
F -0.756 2.118 -0.500
*
```

=====

*ii*
Density functional theory data (ωB97M-V with the def2-TZVPD basis set) for the molecule C4H2F2O.

Calculated values
Highest occupied orbital energy (spin up / spin down)   -7.86 / -7.86 eV
HOMO-LUMO gap (spin up / spin down)   8.277 / 8.277 eV
LUMO energy (spin up / spin down)   0.419 / 0.420 eV
SMILES   Fc1ccoc1F

ORCA input file:
```
! RIJCOSX wB97M-V def2-TZVPD def2/J DEFGRID3
* xyz 0 1
C 0.498 0.672 0.036
C 0.392 -0.720 -0.011
C 1.794 1.074 0.087
C 2.585 -0.600 -0.225
O 1.542 -1.374 -0.080
F 2.418 2.216 -0.060
F 3.783 -1.019 0.135
H -0.373 1.302 0.089
H -0.495 -1.314 -0.079
*
```

=====

Stability ranking, top and bottom: *i* is the most stable and *ii* is the least stable.

=====

*i*
Density functional theory data (ωB97M-V with the def2-TZVPD basis set) for a cluster of 2 separate species, C4H2F2O in total.

Calculated values
Highest occupied orbital energy   -9.09 eV
HOMO-LUMO gap   8.149 eV
LUMO energy   -0.944 eV

ORCA input file:
```
! RIJCOSX wB97M-V def2-TZVPD def2/J DEFGRID3
* xyz 0 1
C -1.347 -1.827 0.243
C -1.939 -0.590 0.428
C -0.790 -0.991 1.333
C -2.801 0.363 0.286
O -3.580 1.199 0.138
F -1.103 -1.236 2.636
F 0.409 0.665 -1.142
H 0.141 -0.441 1.270
H 1.176 0.578 -1.673
*
```

=====

*ii*
Density functional theory data (ωB97M-V with the def2-TZVPD basis set) for the molecule C4H2F2O.

Calculated values
Highest occupied orbital energy   -10.74 eV
HOMO-LUMO gap   8.442 eV
LUMO energy   -2.299 eV

ORCA input file:
```
! RIJCOSX wB97M-V def2-TZVPD def2/J DEFGRID3
* xyz 0 1
C -2.228 -1.900 1.002
C -1.575 -1.104 0.245
C -0.971 0.010 -0.145
C 0.611 0.412 0.067
O 1.276 -0.245 -0.891
F 1.544 0.327 1.205
F 0.547 1.754 -0.153
H -1.391 0.925 -0.543
H 2.187 -0.178 -0.788
*
```

=====

Stability ranking, top and bottom: *i* is the most stable and *ii* is the least stable.

=====

*i*
Density functional theory data (ωB97M-V with the def2-TZVPD basis set) for the ion C6H8NO with charge +1.

Calculated values
Highest occupied orbital energy   -14.22 eV
HOMO-LUMO gap   11.122 eV
LUMO energy   -3.096 eV
SMILES   C1=C[C@H]2O[C@@H]1[C@@H]1[NH2+][C@@H]12

ORCA input file:
```
! RIJCOSX wB97M-V def2-TZVPD def2/J DEFGRID3
* xyz 1 1
C -1.682 0.435 0.609
C -1.583 -0.823 0.189
C -0.630 1.186 -0.132
C -0.428 -0.830 -0.788
C 0.878 0.530 0.720
C 0.831 -0.805 0.143
N 1.818 0.176 -0.330
O -0.423 0.487 -1.300
H -2.341 0.862 1.337
H -2.131 -1.694 0.478
H -0.635 2.261 -0.226
H -0.422 -1.574 -1.580
H 1.177 0.890 1.684
H 1.168 -1.726 0.592
H 1.591 0.568 -1.258
H 2.811 0.056 -0.137
*
```

=====

*ii*
Density functional theory data (ωB97M-V with the def2-TZVPD basis set) for the ion C6H8NO with charge +1.

Calculated values
Highest occupied orbital energy   -13.70 eV
HOMO-LUMO gap   8.230 eV
LUMO energy   -5.467 eV
SMILES   C=[N+]=C/C=C\C=C\O

ORCA input file:
```
! RIJCOSX wB97M-V def2-TZVPD def2/J DEFGRID3
* xyz 1 1
C -1.413 0.735 1.131
C -0.777 1.662 0.280
C -0.993 -0.588 1.131
C 0.075 1.373 -0.782
C 1.453 -0.497 -1.738
C 0.333 -0.859 0.778
N 0.586 0.139 -1.068
O 0.870 -2.065 0.470
H -2.354 1.035 1.649
H -1.076 2.632 0.364
H -1.741 -1.329 1.432
H 0.435 2.331 -1.342
H 1.288 -1.537 -1.849
H 2.025 0.021 -2.404
H 1.028 -0.204 1.241
H 0.263 -2.851 0.708
*
```

=====

Stability ranking, top and bottom: *i* is the most stable and *ii* is the least stable.